No. 1
This record from the Open Molecules 2025 dataset describes 9 unconnected molecules or ions with the total composition C17H48F3O11S9 in a non-equilibrium geometry. The level of theory is ωB97M-V with the def2-TZVPD basis set.

Each line ends with the Mulliken charge.
Atoms and positions in Å:
C 0.92249 0.32980 -0.89541  0.0892
F 0.22591 -0.29978 -1.77946  -0.2014
F 1.72232 1.08661 -1.56325  -0.3633
F 0.10755 1.15007 -0.31222  0.4981
S 1.81767 -0.92002 0.09589  1.0020
O 1.73744 -0.36133 1.40737  -0.2212
O 1.10561 -2.12353 -0.11431  -0.4870
O 3.09852 -0.91250 -0.54914  -0.7221
C -0.32690 -2.28405 3.42469  -0.9128
S -1.78022 -2.23492 2.50122  0.5832
O -2.75662 -2.49724 3.62423  -0.7680
C -1.81329 -0.61889 1.82994  -0.2189
H -0.24134 -3.14818 3.96607  0.6331
H -0.20698 -1.55625 4.18053  0.4361
H 0.55323 -2.07558 2.76314  -0.1102
H -1.05682 -0.49517 1.12447  -0.4545
H -1.78595 0.20553 2.57163  0.4330
H -2.73931 -0.66258 1.23603  0.1498
C -5.01038 3.77569 2.35323  -1.0556
S -4.07727 3.51387 0.89037  0.6473
O -3.53469 4.83783 0.40277  -0.6843
C -2.63954 2.69797 1.63524  -0.2646
H -4.36301 4.03491 3.11792  0.3355
H -5.68902 2.87974 2.56992  0.2911
H -5.61057 4.68595 2.18763  0.3773
H -2.13676 3.39612 2.32573  0.3557
H -2.02531 2.37992 0.80008  -0.4674
H -2.96020 1.80738 2.14526  0.4049
C 3.92901 -3.15131 2.70501  -1.0674
S 3.35524 -1.64756 3.47623  0.7467
O 3.39539 -1.90398 4.96125  -0.7740
C 4.82265 -0.79885 3.01562  -1.0224
H 4.98698 -3.24632 2.71550  0.3803
H 3.62504 -3.27200 1.64161  0.2625
H 3.46199 -4.05298 3.01842  0.4330
H 4.73229 -0.94554 1.93325  0.2249
H 5.82555 -1.21418 3.08175  0.4472
H 4.85319 0.28661 3.25034  0.3217
C -1.54578 -3.30312 -1.02424  0.3506
S -2.47050 -4.33253 -2.11042  0.4307
O -2.12075 -3.63977 -3.43901  -0.6504
C -1.38719 -5.68160 -1.91461  -0.9760
H -1.48022 -3.65802 0.01608  0.3973
H -2.02742 -2.33232 -0.88985  -0.5410
H -0.54254 -3.12042 -1.43552  -0.0891
H -0.34546 -5.32697 -1.84048  0.1954
H -1.39747 -6.26645 -2.76569  0.5008
H -1.65845 -6.32927 -1.06131  0.3492
C 3.34961 2.55637 1.51344  -0.5420
S 2.46484 3.75904 2.49419  0.3590
O 2.55620 5.16044 1.83946  -0.6570
C 0.81620 3.29855 2.04414  0.0670
H 4.39876 2.83762 1.65746  0.5293
H 3.16123 2.36008 0.38342  0.1287
H 3.40742 1.72093 2.12889  0.0145
H 0.80678 2.11878 2.05589  -0.0263
H 0.63518 3.63228 1.07616  -0.4675
H 0.18070 3.72972 2.73739  0.4933
C 0.93428 4.62091 -1.39688  -0.9486
S -0.78125 4.71120 -1.16808  0.7606
O -1.07349 6.18510 -1.58389  -0.7627
C -1.27720 3.81859 -2.65659  -0.6151
H 1.14615 5.00145 -2.32982  0.5034
H 1.25506 3.62727 -1.55281  0.0837
H 1.38011 5.05021 -0.50171  0.2831
H -2.40540 3.83638 -2.75827  0.3245
H -1.02464 2.79554 -2.44207  -0.1377
H -0.85803 4.24660 -3.62810  0.4058
C 1.67098 -2.63709 -3.80854  -0.5152
S 3.24310 -3.15529 -3.20974  0.5947
O 3.63846 -4.24627 -4.19627  -0.7256
C 4.21980 -1.83252 -3.85499  -0.8698
H 1.73516 -2.58070 -4.93269  0.4592
H 1.55659 -1.66136 -3.40102  -0.0194
H 0.82880 -3.30898 -3.57810  0.1478
H 3.91681 -1.71348 -4.92276  0.3183
H 5.37432 -2.16052 -3.81060  0.2729
H 4.17879 -0.89639 -3.33987  0.2996
C -4.54962 -1.57086 -1.26876  -0.6499
S -4.51738 0.16613 -1.66134  0.2948
O -4.99825 0.81086 -0.37574  -0.5563
C -2.84678 0.59049 -1.73719  0.5357
H -4.03502 -1.89556 -0.36501  0.1827
H -4.03788 -1.88674 -2.15371  0.2415
H -5.58655 -1.92617 -1.25375  0.3730
H -2.32592 -0.04949 -2.44820  0.4152
H -2.42111 0.59623 -0.75546  -0.4831
H -2.66490 1.63590 -2.11196  -0.3374

Results
charge = -1
energy = -5387.1728 Ha
E_LUMO = 2.017 eV
strongest force on any atom = 4.602 eV/Å
HOMO level = -6.64 eV

=====

No. 2
This record from the Open Molecules 2025 dataset describes C3H5N3 in the gas phase in a non-equilibrium geometry. The level of theory is ωB97M-V with the def2-TZVPD basis set.

Each line ends with the Mulliken charge.
Atoms and positions in Å:
N 2.06946 0.65015 0.97015  -0.5667
C 1.12412 -0.05116 0.31064  0.7532
C -0.32122 0.43623 0.45476  -0.4862
N -1.43581 0.11256 -0.39447  -0.4046
C -1.33118 -0.72899 -1.32924  -0.2100
N 1.65523 -1.13184 -0.10511  -0.4818
H 1.56013 1.15323 1.72509  0.2644
H -0.58268 0.25570 1.50774  0.3269
H -0.15458 1.51595 0.36786  0.3323
H -2.16233 -0.88700 -2.03132  0.2619
H -0.42113 -1.32485 -1.47610  0.2105

Results
energy = -281.4046 Ha
E_LUMO (spin up / spin down) = -1.670 / -0.797 eV
strongest force on any atom = 1.498 eV/Å
HOMO level (spin up / spin down) = -9.70 / -10.16 eV

=====

No. 3
This record from the Open Molecules 2025 dataset describes 4 unconnected molecules or ions with the total composition C30H36BrN6O2P in a non-equilibrium geometry. The level of theory is ωB97M-V with the def2-TZVPD basis set.

Each line ends with the Mulliken charge.
Atoms and positions in Å:
C 5.36929 1.33494 1.30747  -1.1064
C 3.93562 1.16749 1.85316  -0.7306
C 3.11082 0.13367 1.07256  -0.2762
C 2.19659 0.75652 0.01054  -0.0302
N 1.30554 -0.31280 -0.47703  -0.2987
C 0.19600 0.14507 -1.22002  -1.4364
C 0.32096 0.34961 -2.55296  1.5400
P 1.91862 0.00848 -3.40554  0.3804
O 2.80693 1.38147 -3.15666  -0.3930
Br 1.49823 -0.00325 -5.64420  -0.3444
C -0.78182 0.82352 -3.31805  -0.7879
C -1.95717 1.02473 -2.70431  -0.6817
C -2.14678 0.79085 -1.33213  0.0115
N -3.39652 0.99371 -0.80300  -0.6623
C -3.44055 0.74216 0.47537  1.0291
C -4.78442 0.88157 1.16976  -1.1818
C -2.30845 0.34071 1.26171  0.0143
O -2.44516 0.13000 2.60213  -0.5517
C -2.36423 1.33180 3.38836  -0.3031
C -1.17065 2.22982 3.08046  -0.9924
N -1.13801 0.15352 0.74974  -0.1439
C -1.05515 0.36829 -0.59989  0.7591
H 6.00182 0.50281 1.62862  0.3209
H 5.82349 2.24232 1.71560  0.3782
H 5.38082 1.37090 0.21352  0.1840
H 4.06543 0.77225 2.86761  0.3907
H 3.43690 2.13472 1.96035  0.3727
H 3.74646 -0.64132 0.63373  0.3153
H 2.47522 -0.39031 1.80259  0.1270
H 2.86031 1.03323 -0.81155  0.0539
H 1.66671 1.62451 0.42363  0.1972
H 1.00640 -0.88273 0.30625  0.3687
H 2.23608 2.10477 -2.85860  0.3443
H -0.71503 1.01500 -4.38039  0.2848
H -2.79840 1.38042 -3.29140  0.4525
H -5.53172 1.05364 0.39672  0.3104
H -5.00911 -0.10678 1.58588  0.3310
H -4.78222 1.66229 1.92554  0.2787
H -3.29348 1.90894 3.35455  0.1680
H -2.25073 0.99467 4.42120  0.3935
H -0.21830 1.75236 3.31787  0.1835
H -1.17966 2.66103 2.07786  0.2985
H -1.24492 3.08125 3.76994  0.4724
C 6.97470 -0.07961 -3.03480  -0.3929
C 7.63275 -1.16158 -3.59637  -0.3353
C 7.03141 -1.81268 -4.66188  -0.2545
N 5.85407 -1.46051 -5.17645  -0.5685
C 5.23346 -0.41898 -4.62251  -0.0975
C 5.74968 0.30382 -3.55533  -0.1326
H 7.41093 0.45764 -2.20128  0.3835
H 8.59035 -1.49356 -3.21825  0.3612
H 7.51098 -2.66273 -5.13562  0.3485
H 4.27324 -0.15760 -5.05866  0.2962
H 5.20460 1.14086 -3.14627  0.3528
C -9.19427 0.48603 -2.64373  -0.1568
C -9.98279 1.00603 -1.63036  -0.4082
C -9.53357 0.89055 -0.32368  -0.1631
N -8.38627 0.30379 0.01524  -0.5095
C -7.64354 -0.19139 -0.97351  -0.0780
C -7.99709 -0.12628 -2.31224  -0.5871
H -9.50856 0.55694 -3.67743  0.3683
H -10.92487 1.49094 -1.84677  0.3484
H -10.11627 1.28567 0.50135  0.3625
H -6.71751 -0.66516 -0.66573  0.4819
H -7.35177 -0.54438 -3.07261  0.3537
C 1.33221 -3.97231 3.32755  -0.4141
C 2.41951 -4.41253 4.06422  -0.2967
C 2.79050 -3.68579 5.18559  -0.2882
N 2.16310 -2.58395 5.59521  -0.5832
C 1.12077 -2.17584 4.87269  -0.2335
C 0.66488 -2.82990 3.73815  -0.1977
H 1.00956 -4.51157 2.44566  0.3880
H 2.96840 -5.29908 3.77730  0.3799
H 3.63358 -3.99484 5.79397  0.3698
H 0.63136 -1.27537 5.22861  0.4266
H -0.18930 -2.45249 3.19093  0.4359

Results
energy = -4559.1677 Ha
E_LUMO = -0.405 eV
SMILES = CCCCNc1c(P(O)Br)ccc2nc(C)c(OCC)nc12.c1ccncc1.c1ccncc1.c1ccncc1
strongest force on any atom = 2.716 eV/Å
HOMO level = -8.67 eV

=====

No. 4
This record from the Open Molecules 2025 dataset describes 9 unconnected molecules or ions with the total composition C21H33N9O12 in a non-equilibrium geometry. The level of theory is ωB97M-V with the def2-TZVPD basis set.

Each line ends with the Mulliken charge.
Atoms and positions in Å:
C 17.87724 9.16275 13.21578  -0.6162
N 18.79690 9.68822 14.26748  0.8459
O 19.40974 8.80018 14.80410  -0.5287
O 18.94275 10.91931 14.48902  -0.5295
H 17.69038 9.98300 12.52268  0.2568
H 17.03804 8.84854 13.83634  0.2747
H 18.35334 8.29984 12.75014  0.3067
C 9.20872 7.12563 8.08158  -0.3407
N 9.04072 5.70026 8.44692  0.8555
O 9.68056 5.24555 9.43127  -0.5044
O 8.30479 5.04550 7.68712  -0.5228
H 8.28280 7.61112 7.77322  0.2852
H 9.92358 7.20711 7.26278  0.3018
H 9.60646 7.59929 8.97910  -0.0625
C 10.44294 12.40084 10.77718  -0.5137
N 11.59416 12.13513 9.79842  0.9524
O 11.65912 11.06404 9.23150  -0.4965
O 12.45708 13.01628 9.72762  -0.5715
H 9.90946 11.45939 10.90820  0.2039
H 9.82040 13.20263 10.38010  0.3235
H 10.84792 12.70257 11.74312  0.0838
C 9.31682 14.21702 15.80344  -0.7341
N 10.47624 14.06880 14.88692  0.8428
O 11.46382 13.36512 15.26488  -0.4232
O 10.26059 14.52425 13.72100  -0.5259
H 8.78863 15.13650 15.55112  0.3050
H 9.58058 14.33568 16.85438  0.2913
H 8.59754 13.40446 15.70106  0.2730
C 9.55487 9.20770 16.04736  -0.5882
N 8.53548 10.22866 15.67676  0.9399
O 7.45920 10.13780 16.19849  -0.5816
O 8.90196 11.18568 15.04038  -0.5318
H 9.02010 8.35464 16.46496  0.2956
H 10.07094 9.67581 16.88559  0.3192
H 10.24090 9.03623 15.21786  0.1111
C 7.13132 6.12396 12.30244  -0.9044
N 8.17156 7.16491 12.16488  0.9427
O 9.12372 7.15811 13.02252  -0.5038
O 8.07087 7.92317 11.26980  -0.5007
H 7.68366 5.18447 12.32170  0.3292
H 6.54416 6.07287 11.38552  0.3500
H 6.46992 6.26698 13.15694  0.3010
C 16.65401 8.39763 6.76614  -0.2116
C 17.81756 8.44512 7.57078  -0.5678
C 17.71992 8.99275 8.86284  -0.0981
N 16.49908 9.42817 9.30376  -0.3574
C 15.37400 9.30447 8.54714  -0.1613
C 15.41666 8.81087 7.23024  -0.6549
H 16.75586 8.00743 5.76426  0.3484
H 18.81768 8.21223 7.23620  0.3629
H 18.60979 9.08485 9.46786  0.3575
H 14.39658 9.61062 8.88968  0.6143
H 14.57930 8.71685 6.55464  0.3956
C 15.24606 14.41398 16.40020  -0.3298
C 16.28364 13.54040 16.42888  -0.5826
C 16.26574 12.49645 15.56452  0.0398
N 15.45346 12.38833 14.47274  -0.2206
C 14.46504 13.32163 14.36424  -0.4926
C 14.27422 14.27752 15.38168  -0.4923
H 15.12310 15.00948 17.29276  0.3567
H 17.02476 13.47748 17.21194  0.3770
H 17.03758 11.75339 15.70070  0.2121
H 13.78868 13.21580 13.52892  0.6719
H 13.46772 14.99580 15.37514  0.4146
C 13.82312 8.88017 11.77928  -0.0776
C 13.77238 9.87554 12.78124  -0.4277
C 12.51284 10.27430 13.20604  -0.6846
N 11.33348 9.86492 12.68150  -0.1354
C 11.47442 8.99955 11.68904  0.0528
C 12.67564 8.42075 11.25344  -0.8747
H 14.77198 8.60718 11.34162  0.4462
H 14.63366 10.40386 13.16264  0.5274
H 12.42870 11.08477 13.91488  0.5736
H 10.54640 8.69164 11.23040  0.1444
H 12.66796 7.67710 10.47028  0.4629

Results
energy = -2215.0299 Ha
E_LUMO = -0.426 eV
SMILES = C[N+](=O)[O-].C[N+](=O)[O-].C[N+](=O)[O-].C[N+](=O)[O-].C[N+](=O)[O-].C[N+](=O)[O-].c1ccncc1.c1ccncc1.c1ccncc1
strongest force on any atom = 4.575 eV/Å
HOMO level = -9.26 eV